*w*
{
  "formula": "C7H11N2",
  "method": "wB97M-V/def2-TZVPD",
  "homo_energy_ev": -14.742,
  "total_charge": 1,
  "molar_mass_g_mol": 123.18,
  "e_lumo_ev": -4.6,
  "symbols": ["C", "C", "C", "C", "C", "C", "C", "N", "N", "H", "H", "H", "H", "H", "H", "H", "H", "H", "H", "H"],
  "positions_angstrom": [[0.0826, -0.6214, 0.2863], [-2.3177, 2.0700, -0.4567], [-2.8962, 2.5273, 0.9380], [-1.5341, 1.2449, 0.4171], [3.0118, -1.2472, -0.6769], [0.8679, -1.7982, 0.3613], [1.7576, -2.0712, -0.8494], [-1.8807, 1.6267, 1.5950], [-0.6415, 0.2564, 0.4096], [-3.0181, 1.4139, -0.8691], [-2.0593, 2.8347, -1.1526], [-2.5471, 3.4938, 1.2107], [-3.8708, 2.3735, 1.3557], [2.7454, -0.3786, -0.1760], [3.5550, -0.9825, -1.5643], [3.7865, -1.7985, -0.1124], [0.1821, -2.6252, 0.4808], [1.5545, -1.6099, 1.2942], [1.2424, -1.6199, -1.7214], [1.9795, -3.0883, -0.7700]]
}

---

*x*
{
  "formula": "C7H11N2",
  "method": "wB97M-V/def2-TZVPD",
  "homo_energy_ev": [-13.668, -13.669],
  "total_charge": 1,
  "molar_mass_g_mol": 123.18,
  "e_lumo_ev": [-5.1, -5.1],
  "symbols": ["C", "C", "C", "C", "C", "C", "C", "N", "N", "H", "H", "H", "H", "H", "H", "H", "H", "H", "H", "H"],
  "positions_angstrom": [[-0.4292, -1.2175, 0.8725], [-1.2509, -0.6219, 0.0122], [0.8524, -0.5571, 0.6402], [-2.3280, -0.5131, 2.3346], [-1.5175, -1.6978, 1.7566], [1.8832, 1.2150, -2.0659], [0.6249, 0.3255, -1.6655], [0.3285, 0.4825, -0.2690], [-2.4819, -0.8709, 0.9279], [1.2427, -0.1072, 1.4550], [1.6569, -1.2599, 0.3434], [-3.0569, -0.8202, 3.1446], [-1.9277, 0.5854, 2.2292], [-1.5691, -2.6625, 2.1525], [1.7291, 2.1097, -1.4347], [2.8094, 0.5616, -1.9655], [1.7856, 1.5363, -3.0671], [-0.2427, 0.8681, -2.0980], [0.6951, -0.6657, -1.9790], [-3.2143, -1.1862, 0.3553]]
}

---

*w* is the most stable structure; the next one sits 4.832 eV above it.

---

*w*
{
  "formula": "C4H5NO3",
  "method": "wB97M-V/def2-TZVPD",
  "smiles": "O=C1NO[C@H]2C[C@]12O",
  "homo_energy_ev": -8.665,
  "molar_mass_g_mol": 115.09,
  "e_lumo_ev": 0.4,
  "symbols": ["O", "C", "N", "O", "C", "C", "C", "O", "H", "H", "H", "H", "H"],
  "positions_angstrom": [[-1.9887, -1.0281, 0.1086], [-1.0651, -0.2475, 0.1681], [-0.8799, 1.2342, 0.1068], [0.4672, 1.4623, -0.3148], [0.5982, 0.1643, -1.0357], [1.2974, -1.0216, -0.7341], [0.4198, -0.5913, 0.3110], [1.1607, -0.1692, 1.4150], [-1.6027, 1.4866, -0.5863], [-0.4389, -0.0214, -1.6157], [0.7450, -1.8446, -1.5393], [2.3213, -0.8469, -0.5049], [0.5191, 0.6438, 1.5726]]
}

---

*x*
{
  "formula": "C4H5NO3",
  "method": "wB97M-V/def2-TZVPD",
  "smiles": "OCc1conc1O",
  "homo_energy_ev": -9.962,
  "molar_mass_g_mol": 115.09,
  "e_lumo_ev": 0.2,
  "symbols": ["O", "C", "C", "C", "O", "N", "C", "O", "H", "H", "H", "H", "H"],
  "positions_angstrom": [[2.2485, -0.2349, -0.3973], [1.3025, 0.5799, 0.4159], [-0.0011, -0.1254, 0.1762], [-0.2435, -1.4289, 0.0882], [-1.5510, -1.8056, 0.0211], [-2.2566, -0.5549, -0.0790], [-1.3704, 0.4091, 0.0932], [-1.9678, 1.6160, -0.1522], [1.6939, -0.4497, -1.2761], [1.3512, 1.8338, 0.2960], [1.7206, 0.3602, 1.4947], [0.2982, -2.4247, -0.0727], [-1.2245, 2.2252, -0.6081]]
}

---

*y*
{
  "formula": "C4H5NO3",
  "method": "wB97M-V/def2-TZVPD",
  "homo_energy_ev": -8.197,
  "molar_mass_g_mol": 115.09,
  "e_lumo_ev": 0.0,
  "symbols": ["C", "C", "C", "C", "H", "H", "H", "H", "H", "N", "O", "O", "O"],
  "positions_angstrom": [[0.8695, 1.7092, 0.2066], [-0.0999, 0.7208, -0.1591], [-1.8619, -0.6322, -0.0259], [1.6274, -1.0866, -0.0305], [0.4144, 2.6052, -0.0418], [1.9648, 1.4015, 0.2225], [-2.4309, -0.5847, 1.3322], [-2.9534, -0.6015, -1.0709], [1.4661, -2.0523, 0.2461], [0.3682, -0.5256, -0.4130], [-1.3116, 0.7460, -0.2401], [-0.6727, -1.3239, 0.1315], [2.6199, -0.3759, -0.1574]]
}

---

*z*
{
  "formula": "C4H5NO3",
  "method": "wB97M-V/def2-TZVPD",
  "homo_energy_ev": -8.328,
  "molar_mass_g_mol": 115.09,
  "e_lumo_ev": -0.4,
  "symbols": ["C", "C", "C", "C", "H", "H", "H", "H", "H", "N", "O", "O", "O"],
  "positions_angstrom": [[-2.1309, 0.0732, 0.3205], [-0.0921, 0.4062, -0.5826], [2.0825, 0.5786, -0.9422], [0.6854, -0.4236, 0.2401], [-3.1865, 0.4720, 0.2543], [-1.9684, -0.9698, 0.1559], [-1.4082, 0.2737, 1.3202], [3.0002, 1.0137, -1.4654], [1.2246, -1.1776, 2.0494], [2.0436, -0.3723, -0.1195], [-1.4155, 0.5655, -0.8658], [0.9005, 1.0246, -1.3842], [0.2648, -1.4642, 1.0193]]
}

---

*x* is the most stable structure; the next one sits 0.943 eV above it.

---

*w*
{
  "formula": "C7H8",
  "method": "wB97M-V/def2-TZVPD",
  "smiles": "C=C1CC12CC2=C",
  "homo_energy_ev": -7.978,
  "molar_mass_g_mol": 92.14,
  "e_lumo_ev": 0.8,
  "symbols": ["C", "C", "C", "C", "C", "C", "C", "H", "H", "H", "H", "H", "H", "H", "H"],
  "positions_angstrom": [[1.2070, 2.0786, -1.1504], [0.6021, 1.5545, -0.1437], [0.0547, 1.2474, 1.1333], [-0.0651, -0.0981, 0.4356], [0.5767, -1.5025, 0.7355], [-0.7783, -1.2542, 0.0696], [-1.7900, -1.7815, -0.7189], [1.2744, 1.5772, -2.1369], [1.6692, 3.1119, -1.1501], [0.4450, 1.4411, 2.2014], [-1.0012, 1.6852, 1.1412], [0.6810, -1.6612, 1.8414], [1.3976, -2.0629, 0.2984], [-2.6534, -1.1886, -1.0016], [-2.0033, -2.8693, -0.6385]]
}

---

*x*
{
  "formula": "C7H8",
  "method": "wB97M-V/def2-TZVPD",
  "smiles": "C[C@@]12[C@@H]3[C@H]4[C@@H]3[C@@H]1[C@H]42",
  "homo_energy_ev": -8.226,
  "molar_mass_g_mol": 92.14,
  "e_lumo_ev": 1.2,
  "symbols": ["C", "C", "C", "C", "C", "C", "C", "H", "H", "H", "H", "H", "H", "H", "H"],
  "positions_angstrom": [[2.0471, 0.0184, 0.0097], [0.5487, -0.0127, 0.0206], [-0.4838, -1.1384, -0.2304], [-1.4353, -0.1674, -0.8941], [-1.5261, -0.3676, 0.5788], [-0.4740, 0.7034, 0.8771], [-0.4067, 0.9702, -0.6180], [2.4313, 0.9495, 0.4476], [2.4508, -0.8158, 0.5897], [2.4447, -0.0610, -1.0101], [-0.5312, -2.1557, 0.1291], [-2.1716, -0.3368, -1.6731], [-2.3159, -0.8526, 1.1340], [-0.3287, 1.3395, 1.7396], [-0.2494, 1.9269, -1.1006]]
}

---

*x* is the most stable structure; the next one sits 1.420 eV above it.

---

*w*
{
  "formula": "C7H8",
  "method": "wB97M-V/def2-TZVPD",
  "smiles": "C#CC[C@H](C)C#C",
  "homo_energy_ev": -9.757,
  "molar_mass_g_mol": 92.14,
  "e_lumo_ev": 0.4,
  "symbols": ["C", "C", "C", "C", "C", "C", "C", "H", "H", "H", "H", "H", "H", "H", "H"],
  "positions_angstrom": [[0.2158, 2.0517, -2.1165], [-0.3572, 1.2662, -1.4084], [-1.0461, 0.3457, -0.5088], [-0.1161, -0.3756, 0.4691], [0.9712, 0.4069, 1.1765], [0.4257, -1.6385, -0.1379], [0.1046, -2.7552, 0.2005], [0.6786, 2.7647, -2.7619], [-1.5769, -0.4269, -1.0816], [-1.8156, 0.8767, 0.0657], [-0.7734, -0.7952, 1.2370], [1.7217, 0.7533, 0.4631], [0.5669, 1.2540, 1.7401], [1.4528, -0.2759, 1.8849], [-0.4521, -3.4519, 0.7782]]
}

---

*x*
{
  "formula": "C7H8",
  "method": "wB97M-V/def2-TZVPD",
  "homo_energy_ev": -9.498,
  "molar_mass_g_mol": 92.14,
  "e_lumo_ev": 0.6,
  "symbols": ["C", "C", "C", "C", "C", "C", "C", "H", "H", "H", "H", "H", "H", "H", "H"],
  "positions_angstrom": [[-2.6722, 0.0160, -0.0010], [-3.9136, -0.0333, -0.0002], [1.6944, -0.6047, -0.0094], [1.6049, 0.9444, 0.0032], [0.2407, -1.1441, 0.0012], [0.1275, 1.2457, -0.0040], [-0.5192, 0.1131, -0.0062], [-4.9604, -0.1250, 0.0224], [2.2203, -0.9493, -0.8992], [2.2411, -0.9633, 0.8604], [2.0739, 1.3695, 0.8935], [2.0875, 1.3851, -0.8709], [0.0168, -1.7570, -0.8724], [0.0236, -1.7410, 0.8891], [-0.2652, 2.2438, -0.0065]]
}

---

*w* is the most stable structure; the next one sits 0.244 eV above it.

---

*w*
{
  "formula": "C7H8",
  "method": "wB97M-V/def2-TZVPD",
  "homo_energy_ev": -8.860,
  "molar_mass_g_mol": 92.14,
  "e_lumo_ev": 0.2,
  "symbols": ["C", "C", "C", "C", "C", "C", "C", "H", "H", "H", "H", "H", "H", "H", "H"],
  "positions_angstrom": [[-1.3532, 1.7271, -0.5912], [0.4580, -0.0952, 0.9817], [1.1388, -1.1402, 0.1121], [0.2615, -2.2702, -0.2327], [-0.4598, -3.1942, -0.5007], [0.6671, 1.2036, 0.8307], [0.4461, 2.3936, 0.3688], [-0.6714, 1.0098, -0.9777], [-2.1378, 1.9133, -1.3495], [-1.6844, 1.8708, 0.4377], [-0.1042, -0.4635, 1.8397], [1.5170, -0.6721, -0.8041], [2.0153, -1.5261, 0.6477], [-1.1024, -4.0123, -0.7436], [0.9305, 3.3693, 0.4767]]
}

---

*x*
{
  "formula": "C7H8",
  "method": "wB97M-V/def2-TZVPD",
  "homo_energy_ev": -8.784,
  "molar_mass_g_mol": 92.14,
  "e_lumo_ev": 0.8,
  "symbols": ["C", "C", "C", "C", "C", "C", "C", "H", "H", "H", "H", "H", "H", "H", "H"],
  "positions_angstrom": [[0.6279, -0.0109, 2.4464], [1.1463, -1.1716, 2.3415], [0.0447, 1.1757, 1.9092], [0.1887, 0.7973, 0.6294], [0.8660, -0.5539, 0.8046], [-0.1432, 1.4197, -0.6778], [-0.1309, -1.8870, 0.0676], [-0.3376, 2.0388, 2.4121], [1.8471, -0.6073, 0.3423], [0.3686, 0.9092, -1.4910], [0.1494, 2.4703, -0.6806], [-1.2180, 1.3747, -0.8583], [-1.0431, -1.9151, 0.6411], [0.4499, -2.7852, 0.1744], [-0.2942, -1.6013, -0.9592]]
}

---

*y*
{
  "formula": "C7H8",
  "method": "wB97M-V/def2-TZVPD",
  "smiles": "C#CC(C)(C)C#C",
  "homo_energy_ev": -9.931,
  "molar_mass_g_mol": 92.14,
  "e_lumo_ev": 1.0,
  "symbols": ["C", "C", "C", "C", "C", "C", "C", "H", "H", "H", "H", "H", "H", "H", "H"],
  "positions_angstrom": [[2.0652, -1.5103, 0.5851], [1.0831, -0.8574, 0.3460], [-0.0877, -0.0164, 0.0211], [-0.9413, -0.7086, -1.0603], [-0.9261, 0.2349, 1.2899], [0.4413, 1.2584, -0.5073], [0.9209, 2.2688, -0.9512], [2.9423, -2.0819, 0.7918], [-0.3451, -0.8894, -1.9584], [-1.7937, -0.0747, -1.3254], [-1.3133, -1.6674, -0.6852], [-1.3004, -0.7161, 1.6827], [-0.3226, 0.7194, 2.0619], [-1.7785, 0.8802, 1.0536], [1.3559, 3.1606, -1.3445]]
}

---

*z*
{
  "formula": "C7H8",
  "method": "wB97M-V/def2-TZVPD",
  "smiles": "C[C@@]12[C@@H]3[C@H]4[C@@H]3[C@@H]1[C@H]42",
  "homo_energy_ev": -8.519,
  "molar_mass_g_mol": 92.14,
  "e_lumo_ev": 1.2,
  "symbols": ["C", "C", "C", "C", "C", "C", "C", "H", "H", "H", "H", "H", "H", "H", "H"],
  "positions_angstrom": [[-0.3196, 1.6235, -1.2928], [0.1611, 0.4995, -0.3551], [1.3822, -0.3920, 0.5230], [0.4802, -1.5816, 0.3383], [0.2907, -0.6703, 1.5198], [-0.7599, 0.1258, 0.7630], [-0.5574, -0.8083, -0.4575], [-1.4173, 1.5212, -1.4447], [-0.1868, 2.6320, -0.8884], [0.1080, 1.5842, -2.2987], [2.4297, -0.5670, 0.8212], [0.6850, -2.6425, 0.3527], [0.3458, -0.9203, 2.5700], [-1.5611, 0.7313, 1.1758], [-1.1293, -1.1519, -1.3150]]
}

---

*y* is the most stable structure; the next one sits 1.775 eV above it.

---

*w*
{
  "formula": "C7H8",
  "method": "wB97M-V/def2-TZVPD",
  "homo_energy_ev": [-7.723, -9.355],
  "molar_mass_g_mol": 92.14,
  "e_lumo_ev": [-0.8, -1.5],
  "symbols": ["C", "C", "C", "C", "C", "C", "C", "H", "H", "H", "H", "H", "H", "H", "H"],
  "positions_angstrom": [[-0.8218, 0.0579, 0.6157], [-2.1882, 1.1791, 1.7748], [-0.9110, -0.5133, -0.6880], [-1.8404, -0.5969, -1.6423], [0.6403, -0.6322, -0.7188], [0.6122, -0.2440, 0.8221], [1.4227, 0.9614, 1.2020], [-1.7661, -0.8765, -2.6464], [-2.9945, -0.5066, -1.4648], [1.1557, -1.5988, -1.0843], [1.1108, 0.1554, -1.3460], [0.8013, -1.1728, 1.4612], [2.5420, 0.7453, 1.2380], [1.0806, 1.3915, 2.0350], [1.1564, 1.6504, 0.4418]]
}

---

*x*
{
  "formula": "C7H8",
  "method": "wB97M-V/def2-TZVPD",
  "smiles": "C=C1C=CCC1=C",
  "homo_energy_ev": -8.707,
  "molar_mass_g_mol": 92.14,
  "e_lumo_ev": 0.8,
  "symbols": ["C", "C", "C", "C", "C", "C", "C", "H", "H", "H", "H", "H", "H", "H", "H"],
  "positions_angstrom": [[1.8102, 1.3480, -0.0267], [1.0363, 0.3384, 0.0175], [1.1823, -1.0787, -0.0675], [0.1159, -1.8664, -0.0087], [-1.2116, -1.1048, 0.0486], [-0.7914, 0.3636, -0.0987], [-1.5522, 1.4690, 0.0150], [1.3219, 2.2594, 0.2065], [2.8977, 1.2895, 0.0992], [2.1323, -1.5698, -0.0506], [0.2557, -2.8963, -0.4718], [-1.8215, -1.4544, -0.6721], [-1.6270, -1.1505, 1.0925], [-2.6177, 1.5651, -0.0921], [-1.1310, 2.4878, 0.0089]]
}

---

*y*
{
  "formula": "C7H8",
  "method": "wB97M-V/def2-TZVPD",
  "smiles": "Cc1ccccc1",
  "homo_energy_ev": -8.916,
  "molar_mass_g_mol": 92.14,
  "e_lumo_ev": 1.1,
  "symbols": ["C", "C", "C", "C", "C", "C", "C", "H", "H", "H", "H", "H", "H", "H", "H"],
  "positions_angstrom": [[1.0295, -0.7628, 1.8271], [0.3098, -0.3360, 0.5673], [1.0298, -0.0512, -0.5796], [0.3851, 0.4294, -1.7334], [-0.9826, 0.5852, -1.7058], [-1.6870, 0.4209, -0.5056], [-1.0448, 0.0347, 0.6511], [0.3519, -1.1665, 2.5791], [1.5021, 0.1533, 2.1916], [1.8213, -1.4984, 1.6802], [1.9333, -0.5986, -0.8179], [0.9402, 0.5614, -2.6539], [-1.5145, 0.9415, -2.5747], [-2.6576, 0.9017, -0.5301], [-1.4165, 0.3853, 1.6045]]
}

---

*y* is the most stable structure; the next one sits 2.900 eV above it.